No. 1
Here is a cluster of 2 separate species, C3H8N2OS in total from OMol25. Energies are from ωB97M-V/def2-TZVPD.

Cartesian coordinates (Å):
C: 0.59 -2.29 -1.71
C: 0.80 2.76 -0.37
C: -1.02 1.80 1.22
N: 0.40 -1.30 -0.87
N: -0.03 -1.12 0.33
O: -0.40 2.73 0.26
S: 1.21 3.87 -1.46
H: 0.57 -3.24 -1.24
H: 1.01 -2.13 -2.63
H: 1.50 1.90 -0.19
H: -0.44 0.92 1.21
H: -2.07 1.86 1.00
H: -0.86 2.40 2.15
H: 0.42 -0.35 -1.22
H: -0.06 -1.97 0.86

The calculation puts the strongest force on any atom at 4.13 eV/Å. The calculation puts the HOMO energy at -8.475 eV. Its multiplicity is 1. The calculation puts the electronic energy at -701.8901 hartree. The value obtained for the energy relative to the best compared isomer or geometry (same formula, charge and spin) is 117.6 kcal per mole. Its LUMO energy is 0.62 eV.

=====

No. 2
Here is an isolated molecule of C5H7N from OMol25. Energies are from ωB97M-V/def2-TZVPD.

Cartesian coordinates (Å):
C: 2.18 -1.00 0.01
C: 1.11 -0.51 -0.26
C: -0.15 0.15 -0.64
C: -1.35 -0.81 -0.66
N: -0.55 1.30 0.17
C: 0.03 1.53 1.27
H: 3.13 -1.43 0.23
H: -0.01 0.54 -1.66
H: -1.16 -1.67 -1.31
H: -2.22 -0.26 -1.03
H: -1.56 -1.16 0.35
H: -0.33 2.37 1.87
H: 0.87 0.94 1.66

The calculation puts the strongest force on any atom at 0.49 eV/Å. The calculation puts the HOMO energy at -9.916 eV. Its multiplicity is 1. The calculation puts the electronic energy at -249.3782 hartree. The value obtained for the energy relative to the best compared isomer or geometry (same formula, charge and spin) is 59.6 kcal per mole. Its LUMO energy is 1.11 eV. Its structure (SMILES) is C#C[C@@H](C)N=C.

=====

No. 3
Here is a cluster of 2 separate species, C8H16N2 in total from OMol25. Energies are from ωB97M-V/def2-TZVPD.

Cartesian coordinates (Å):
C: 1.89 0.19 0.72
C: 3.09 1.11 0.49
C: 0.90 0.77 1.68
C: -0.13 1.63 1.23
C: -0.35 1.15 3.32
N: 0.78 0.54 3.02
N: -0.92 1.87 2.29
H: 1.39 0.19 -0.27
H: 2.11 -0.82 1.00
H: 3.84 1.11 1.31
H: -0.19 2.05 0.23
H: -0.77 1.23 4.31
H: -1.76 2.43 2.38
H: 2.80 2.17 0.35
H: 3.81 0.73 -0.24
C: -1.07 -1.15 -1.72
C: -1.13 -1.42 -3.24
C: -2.24 -1.80 -0.90
H: -0.11 -1.50 -1.29
H: -1.11 -0.06 -1.73
H: -2.13 -1.36 -3.64
H: -0.84 -2.44 -3.49
H: -2.89 -1.11 -0.36
H: -2.84 -2.38 -1.61
H: -0.45 -0.61 -3.58
H: -1.70 -2.49 -0.26

The calculation puts the strongest force on any atom at 2.39 eV/Å. As for the total charge: +1. The calculation puts the HOMO energy (alpha / beta) at -13.961 / -13.960 eV. Its multiplicity is 2. The calculation puts the electronic energy at -423.6003 hartree. The value obtained for the energy relative to the best compared isomer or geometry (same formula, charge and spin) is 17.8 kcal per mole. Its LUMO energy (alpha / beta) is -3.74 / -7.86 eV.

=====

No. 4
Here is a structure of composition C3H4LaLiO3 from OMol25. Energies are from ωB97M-V/def2-TZVPD.

Cartesian coordinates (Å):
O: 3.36 -0.10 -2.06
C: 3.14 -1.13 -1.23
C: 1.87 -1.02 -0.42
Li: 2.16 1.15 -2.42
H: 2.56 -2.11 -1.64
H: 1.95 -0.19 0.30
H: 1.54 -1.94 0.08
O: 0.71 -0.32 -1.39
C: -0.45 -0.13 -0.97
La: -4.07 1.49 -1.22
O: -1.47 0.26 -1.51
H: 3.95 -1.37 -0.52

The calculation puts the strongest force on any atom at 3.73 eV/Å. As for the total charge: +3. The calculation puts the HOMO energy (alpha / beta) at -19.918 / -18.771 eV. Its multiplicity is 2. The calculation puts the electronic energy at -380.2531 hartree. The value obtained for the energy relative to the best compared isomer or geometry (same formula, charge and spin) is 129.8 kcal per mole. Its LUMO energy (alpha / beta) is -12.01 / -13.04 eV.

=====

No. 5
Here is a structure of composition C18H31Cl2N4O3PrS from OMol25. Energies are from ωB97M-V/def2-TZVPD.

Cartesian coordinates (Å):
O: 2.96 1.31 -1.26
C: 2.21 1.72 -2.09
C: 1.63 3.09 -2.18
C: 1.20 3.81 -1.08
H: 0.93 3.30 -0.18
C: 1.07 5.23 -1.12
H: 0.78 5.79 -0.22
C: 1.42 5.94 -2.30
H: 1.38 7.04 -2.29
C: 1.83 5.20 -3.42
H: 2.13 5.76 -4.34
C: 1.93 3.79 -3.34
H: 2.25 3.23 -4.22
H: 2.10 1.32 -3.19
C: 0.35 -0.44 -3.34
C: -0.14 0.61 -2.43
H: 0.19 0.00 -4.36
H: -0.26 -1.36 -3.26
H: 1.42 -0.71 -3.32
C: -0.98 1.62 -2.71
C: -1.94 1.43 -3.78
H: -0.97 2.65 -2.38
H: -1.79 2.14 -4.56
H: -2.93 1.61 -3.44
H: -1.99 0.47 -4.28
Pr: -1.05 -0.28 -0.50
Cl: -1.55 2.06 0.73
Cl: -3.17 -1.26 -1.72
C: -2.87 -1.17 1.67
O: -1.66 -1.43 1.37
N: -3.55 -2.00 2.39
C: -3.06 -3.30 2.80
C: -4.94 -1.72 2.64
H: -3.35 -0.24 1.32
H: -1.98 -3.44 2.59
H: -3.63 -4.10 2.31
H: -3.23 -3.41 3.88
H: -5.12 -0.71 2.27
H: -5.13 -1.79 3.70
H: -5.57 -2.43 2.10
H: 2.11 -5.14 -0.87
H: 4.51 -3.98 -0.49
C: 2.01 -4.37 -1.64
C: 4.16 -3.23 -1.22
N: 2.71 -3.15 -1.25
H: 0.95 -4.13 -1.80
C: 2.05 -2.07 -0.88
O: 0.78 -1.98 -0.87
H: 4.56 -2.25 -0.95
H: 2.64 -1.19 -0.56
H: 2.44 -4.78 -2.56
H: 4.56 -3.53 -2.19
N: 0.41 -1.00 4.21
C: 0.50 0.07 3.37
N: -0.12 1.16 3.83
S: 1.35 0.10 1.90
H: -0.39 -1.04 4.82
H: 0.76 -1.90 3.86
H: -0.27 1.95 3.21
H: -0.58 1.15 4.74

The calculation puts the strongest force on any atom at 4.01 eV/Å. The calculation puts the HOMO energy (alpha / beta) at -6.163 / -6.206 eV. Its multiplicity is 3. The calculation puts the electronic energy at -2984.8682 hartree. The value obtained for the energy relative to the best compared isomer or geometry (same formula, charge and spin) is 65.8 kcal per mole. Its LUMO energy (alpha / beta) is -0.03 / -0.03 eV.

=====

No. 6
Here is a structure of composition C5H10O2 from OMol25. Energies are from ωB97M-V/def2-TZVPD.

Cartesian coordinates (Å):
O: 0.33 -2.10 0.47
C: -0.78 -1.41 1.02
C: -0.51 0.08 0.91
C: -0.27 0.52 -0.51
C: 0.60 2.33 -0.84
O: 1.29 1.54 -1.77
C: 1.10 0.27 -1.17
H: 0.16 -3.04 0.52
H: -0.93 -1.67 2.08
H: -1.71 -1.67 0.48
H: 0.37 0.32 1.53
H: -1.37 0.62 1.34
H: -1.10 0.25 -1.18
H: 1.11 2.21 0.15
H: -0.52 1.77 -0.69
H: 1.12 -0.52 -1.92
H: 1.86 0.07 -0.41

The calculation puts the strongest force on any atom at 0.43 eV/Å. The calculation puts the HOMO energy at -7.990 eV. Its multiplicity is 1. The calculation puts the electronic energy at -346.8055 hartree. The value obtained for the energy relative to the best compared isomer or geometry (same formula, charge and spin) is 138.0 kcal per mole. Its LUMO energy is 0.55 eV.

=====

No. 7
Here is a cluster of 3 separate species, C18H42N8O5P2 in total from OMol25. Energies are from ωB97M-V/def2-TZVPD.

Cartesian coordinates (Å):
C: 2.90 -4.87 -0.76
N: 2.11 -3.74 -0.33
C: 1.03 -3.46 -1.27
P: 1.59 -3.55 1.31
O: 0.50 -4.59 1.37
N: 2.64 -4.21 2.49
C: 4.04 -4.51 2.28
C: 2.06 -5.13 3.46
N: 2.42 -2.01 1.48
C: 1.65 -1.08 2.34
C: 3.00 -1.27 0.36
H: 3.13 -4.78 -1.82
H: 2.41 -5.84 -0.59
H: 3.87 -4.88 -0.26
H: 0.57 -2.50 -1.03
H: 0.25 -4.23 -1.24
H: 1.42 -3.38 -2.29
H: 4.18 -5.49 1.82
H: 4.57 -4.51 3.24
H: 4.53 -3.75 1.67
H: 1.95 -6.15 3.05
H: 1.08 -4.79 3.78
H: 2.69 -5.18 4.35
H: 0.76 -0.69 1.82
H: 2.26 -0.23 2.65
H: 1.31 -1.59 3.25
H: 2.26 -0.94 -0.37
H: 3.78 -1.84 -0.13
H: 3.50 -0.37 0.75
C: -0.75 2.85 -1.42
N: -0.55 3.53 -0.15
C: -1.61 3.20 0.79
P: 1.01 3.60 0.60
O: 1.11 2.16 1.07
N: 2.35 3.55 -0.46
C: 2.30 3.87 -1.87
C: 3.36 2.56 -0.14
N: 1.03 5.36 0.55
C: 1.69 5.92 1.75
C: -0.12 6.19 0.20
H: -1.80 2.95 -1.72
H: -0.50 1.78 -1.38
H: -0.18 3.32 -2.22
H: -1.55 3.86 1.67
H: -1.55 2.17 1.14
H: -2.59 3.37 0.34
H: 1.99 3.01 -2.47
H: 3.29 4.17 -2.22
H: 1.64 4.71 -2.08
H: 3.07 1.56 -0.49
H: 3.54 2.51 0.93
H: 4.31 2.83 -0.61
H: 1.05 5.83 2.64
H: 1.93 6.98 1.60
H: 2.62 5.40 1.94
H: -0.95 6.09 0.90
H: -0.47 5.96 -0.80
H: 0.19 7.23 0.19
N: -2.75 -2.38 -0.99
O: -2.47 -1.20 -1.76
C: -3.58 -0.41 -1.64
O: -3.80 0.20 -0.65
O: -4.37 -0.40 -2.74
C: -5.71 -0.55 -2.36
C: -6.25 -1.81 -2.20
C: -7.57 -1.89 -1.79
N: -8.37 -0.86 -1.54
C: -7.81 0.34 -1.75
C: -6.51 0.56 -2.15
H: -3.06 -3.05 -1.68
H: -1.90 -2.68 -0.55
H: -5.67 -2.70 -2.38
H: -7.98 -2.88 -1.63
H: -8.44 1.20 -1.56
H: -6.10 1.55 -2.28

The calculation puts the strongest force on any atom at 6.05 eV/Å. The calculation puts the HOMO energy at -8.270 eV. Its multiplicity is 1. The calculation puts the electronic energy at -2207.8535 hartree. The value obtained for the energy relative to the best compared isomer or geometry (same formula, charge and spin) is 0.0 kcal per mole. Its LUMO energy is 0.18 eV. Its structure (SMILES) is CN(C)P(=O)(N(C)C)N(C)C.CN(C)P(=O)(N(C)C)N(C)C.NOC(=O)Oc1ccncc1.

=====

No. 8
Here is an isolated molecule of C3H4OS3 from OMol25. Energies are from ωB97M-V/def2-TZVPD.

Cartesian coordinates (Å):
C: 2.02 0.20 0.16
C: -1.96 -0.23 0.30
C: -0.65 0.23 -0.32
O: 4.44 1.03 0.15
S: -2.37 -1.94 -0.15
S: 0.74 -0.84 0.28
S: 3.57 -0.06 -0.28
H: -1.92 -0.17 1.39
H: -2.77 0.40 -0.07
H: -0.69 0.13 -1.40
H: -0.41 1.25 -0.04

The calculation puts the strongest force on any atom at 1.60 eV/Å. The calculation puts the HOMO energy (alpha / beta) at -9.109 / -8.472 eV. Its multiplicity is 1. The calculation puts the electronic energy at -1386.3526 hartree. The value obtained for the energy relative to the best compared isomer or geometry (same formula, charge and spin) is 95.6 kcal per mole. Its LUMO energy (alpha / beta) is -1.74 / -2.51 eV.